*1*
The following is a DFT calculation (ωB97M-V with the def2-TZVPD basis set) of an isolated molecule of CH2IOP.

The HOMO-LUMO gap is 8.6 eV. Its SMILES is O=CPI. The highest occupied orbital energy is -9.17 eV. Its molecular weight is 187.9 g/mol.

```
! wB97M-V def2-TZVPD RIJCOSX def2/J DEFGRID3
* xyz 0 1
O 0.62507 -0.19232 -1.46010
H -1.15749 0.59471 -1.45650
I -0.98994 1.38575 1.88817
P -1.02954 -0.67961 0.68357
H 0.38755 -1.45074 1.24339
C -0.44564 -0.00200 -0.95675
*
```

*2*
The following is a DFT calculation (ωB97M-V with the def2-TZVPD basis set) of a cluster of 2 separate species, CH2IOP in total.

The HOMO-LUMO gap (alpha / beta) is 7.7 / 7.7 eV. The highest occupied orbital energy (alpha / beta) is -8.39 / -8.39 eV. Its molecular weight is 187.9 g/mol.

```
! wB97M-V def2-TZVPD RIJCOSX def2/J DEFGRID3
* xyz 0 1
O -0.22350 1.17351 1.55086
H -0.18596 0.64529 -2.07110
H -0.86700 -0.86388 1.53958
C -0.71195 0.24154 1.08639
I -0.13471 -2.37500 -1.10991
P -1.28143 -0.20756 -1.48582
*
```

Most favorable structure: *1*. The second most favorable one is 107.9 kJ/mol above it.